Record 1
{"formula": "C17H33IN6P", "method": "ωB97M-V with the def2-TZVPD basis set", "symbols": ["I", "P", "N", "N", "N", "N", "N", "N", "C", "C", "C", "C", "C", "C", "C", "C", "C", "C", "C", "C", "C", "C", "C", "C", "C", "H", "H", "H", "H", "H", "H", "H", "H", "H", "H", "H", "H", "H", "H", "H", "H", "H", "H", "H", "H", "H", "H", "H", "H", "H", "H", "H", "H", "H", "H", "H", "H", "H"], "positions_angstrom": [[-1.25901, -1.21232, 1.09081], [1.64747, 0.10474, -1.07322], [-3.43002, -4.60160, -2.87192], [-2.54683, 2.76786, -0.00257], [-0.08982, 0.21514, -1.45875], [5.79691, -1.26944, 5.13861], [4.96139, 4.01700, 0.40325], [-6.34836, -0.59466, 1.22173], [2.74834, 1.05133, -2.31540], [4.72875, -0.62218, 5.31218], [-3.61042, -1.56588, -1.05486], [7.03700, 3.22392, -1.26914], [-3.06855, -5.30774, -1.89175], [-2.33361, -0.93882, -1.89220], [-3.62264, 2.11236, 2.47673], [-7.52269, -0.93234, -1.27646], [-3.03459, 2.47062, 1.12160], [-2.63281, -6.15891, -0.71015], [-6.88084, -0.74774, 0.08900], [3.44112, 0.15803, 5.52147], [-0.89381, -1.03882, -1.06557], [5.90251, 3.65743, -0.35507], [2.04982, 0.66936, 0.70956], [2.93833, 2.64883, -2.00047], [3.70399, 0.52803, 0.89116], [-0.56851, 1.06686, -1.05794], [7.21009, 3.98487, -2.03515], [-2.56430, 0.18140, -2.15071], [3.17794, 2.91392, -0.88610], [-3.37526, -2.64669, -0.60956], [6.78239, 2.27902, -1.75698], [-4.48248, -1.69860, -1.85587], [-4.01774, -0.84573, -0.20331], [3.86910, 3.01832, -2.65009], [-4.48325, 1.45051, 2.34649], [2.03379, 3.32833, -2.35189], [-0.32963, -1.96503, -1.53553], [-3.94615, 3.01958, 2.99432], [1.74438, 1.80090, 0.88964], [-0.19950, 0.27954, -2.51441], [3.58188, 0.90608, 6.30650], [4.01819, 0.41734, 2.03116], [3.15677, 0.66372, 4.59454], [-8.08617, -0.03534, -1.54786], [2.63729, -0.52167, 5.81720], [-3.43206, -6.19946, 0.03498], [-2.30562, -1.52073, -2.92781], [-6.75074, -1.10948, -2.03033], [-8.20338, -1.78784, -1.25585], [4.21558, 1.48775, 0.41160], [2.28199, 0.95505, -3.40803], [1.53487, -0.01620, 1.52369], [-1.73880, -5.72877, -0.25045], [-2.40689, -7.17485, -1.04572], [-2.87103, 1.60341, 3.08651], [7.95326, 3.08908, -0.68786], [4.04806, -0.40075, 0.26717], [3.83425, 0.57127, -2.28091]], "lowdin_charge": [0.904, 0.943, 0.092, 0.075, -0.243, 0.089, 0.099, 0.089, -0.396, -0.216, -0.222, -0.066, -0.206, -0.262, -0.071, -0.066, -0.208, -0.073, -0.200, -0.084, -0.695, -0.200, -0.420, -0.192, -0.155, 0.122, 0.082, 0.113, 0.028, 0.059, 0.072, 0.080, 0.041, 0.088, 0.061, 0.090, 0.119, 0.084, 0.096, 0.158, 0.079, 0.089, 0.057, 0.082, 0.075, 0.080, 0.127, 0.060, 0.084, 0.046, 0.100, 0.033, 0.073, 0.081, 0.069, 0.082, 0.073, 0.100], "charge": 1, "e_homo_ev": -11.75, "energy_ev": -44479.4491}

Record 2
{"formula": "C17H33N4O4", "method": "ωB97M-V with the def2-TZVPD basis set", "symbols": ["O", "O", "O", "O", "N", "N", "N", "N", "C", "C", "C", "C", "C", "C", "C", "C", "C", "C", "C", "C", "C", "C", "C", "C", "C", "H", "H", "H", "H", "H", "H", "H", "H", "H", "H", "H", "H", "H", "H", "H", "H", "H", "H", "H", "H", "H", "H", "H", "H", "H", "H", "H", "H", "H", "H", "H", "H", "H"], "positions_angstrom": [[1.13557, 3.01832, 1.92378], [-1.50006, -1.55785, -0.70504], [-3.30167, -0.74826, 0.33204], [2.37813, 2.03822, -2.19133], [2.39653, 4.36273, -0.30878], [-4.58690, -5.45303, -0.04875], [0.85102, 0.00705, -0.89586], [-2.50231, -3.44039, 2.12282], [-4.07278, -3.48981, -1.23502], [2.50123, -1.15488, -2.26396], [-4.69510, -4.71766, -1.16096], [1.31784, -0.19267, -2.27507], [-2.71847, -1.65678, -0.15366], [-3.87817, -5.04360, 1.01485], [3.78555, 1.83232, -2.23338], [-3.21235, -3.82327, 0.98942], [0.35651, 3.56050, 0.87372], [-3.34332, -3.02147, -0.15451], [1.02357, 6.03495, 0.80657], [-1.22401, -3.34299, 2.09134], [-0.55040, -2.48589, 3.11177], [1.02510, 4.69332, 0.08033], [-0.35101, -4.04324, 1.08457], [1.60700, 1.14487, -2.96795], [1.09801, 3.74473, 3.14018], [-0.53266, -1.46227, 2.73509], [2.16685, -2.15932, -2.00146], [0.00660, 0.57534, -0.92023], [2.97529, -1.20692, -3.24492], [-1.08818, -2.50748, 4.05248], [3.25737, -0.86733, -1.53433], [-0.44503, -3.59624, 0.09785], [-4.16823, -2.90016, -2.13146], [-3.83871, -5.67475, 1.88612], [1.25797, 6.83725, 0.10816], [0.65358, 1.65453, -3.13330], [1.30642, 3.04440, 3.94875], [-0.62888, 3.86759, 1.24958], [-5.28987, -5.08402, -1.97942], [2.89636, 4.09107, 0.53449], [4.26120, 2.78986, -2.02431], [0.11560, 4.19355, 3.31029], [0.04651, 6.24828, 1.24609], [0.18814, 2.72677, 0.18472], [1.52705, 0.60447, -0.42384], [2.38087, 3.51501, -0.87479], [4.10465, 1.12447, -1.46560], [-0.91809, -1.11629, -0.05824], [1.86586, 4.52052, 3.16247], [4.10987, 1.48660, -3.21717], [1.77033, 6.07137, 1.59933], [0.43906, 4.81823, -0.83578], [-0.64720, -5.08374, 0.98062], [0.48190, -2.79689, 3.22734], [0.69276, -3.95344, 1.35410], [2.06118, 0.99611, -3.95436], [-5.06114, -6.34615, -0.01809], [0.51304, -0.67562, -2.83734]], "lowdin_charge": [-0.197, 0.099, 0.205, -0.230, 0.057, 0.112, 0.042, 0.158, 0.058, -0.060, -0.015, -0.414, -0.491, 0.057, -0.082, -0.185, -0.208, -0.018, -0.067, -0.341, -0.001, -0.426, 0.005, -0.190, -0.103, 0.099, 0.072, 0.068, 0.084, 0.095, 0.068, 0.079, 0.144, 0.154, 0.078, 0.127, 0.086, 0.121, 0.145, 0.075, 0.092, 0.091, 0.078, 0.099, 0.080, 0.030, 0.081, 0.103, 0.078, 0.095, 0.066, 0.137, 0.095, 0.083, 0.087, 0.127, 0.186, 0.134], "charge": 1, "e_homo_ev": -10.52, "energy_ev": -32307.1571, "de_lowest_kj_mol": 0.0}

Record 3
{"formula": "C17H33N6O", "method": "ωB97M-V with the def2-TZVPD basis set", "symbols": ["O", "N", "N", "N", "N", "N", "N", "C", "C", "C", "C", "C", "C", "C", "C", "C", "C", "C", "C", "C", "C", "C", "C", "C", "H", "H", "H", "H", "H", "H", "H", "H", "H", "H", "H", "H", "H", "H", "H", "H", "H", "H", "H", "H", "H", "H", "H", "H", "H", "H", "H", "H", "H", "H", "H", "H", "H"], "positions_angstrom": [[1.69733, -1.36211, -3.13271], [0.90822, -0.42890, 0.05675], [0.90297, 0.06411, 1.24882], [1.06386, -3.00745, 0.33123], [0.13718, -2.41603, -1.93171], [0.16320, 0.33554, -0.74276], [0.32710, 3.38498, 2.11114], [1.74936, -3.76653, -0.73999], [0.01950, 0.06049, -2.15475], [0.90863, -3.64016, -2.02276], [-0.03953, 2.02357, 2.47623], [1.99292, 1.64651, -2.45303], [0.65493, 1.17023, -3.03461], [-0.39522, -3.22615, 0.30004], [-0.32508, 1.36291, -0.02645], [-1.73924, 0.68051, 3.91883], [-0.93980, -2.54146, -0.97718], [-0.30964, 2.32882, -3.27135], [-1.47954, 1.89900, 3.02588], [-1.61655, -0.63821, 3.15714], [0.70443, -1.28750, -2.45249], [2.80058, 2.46103, -3.45580], [0.16272, 1.18044, 1.25964], [-3.12924, 0.79480, 4.54273], [-1.89924, -1.46481, 3.80507], [0.86078, 0.69248, -3.99723], [-0.39310, 2.96682, -2.39484], [-0.59213, -0.79268, 2.82663], [-3.89600, 0.79486, 3.77070], [2.96662, 1.88685, -4.36351], [2.29386, 3.38632, -3.71396], [1.82039, 2.25170, -1.55895], [-0.40832, 3.82371, 1.56749], [-0.99631, 0.68067, 4.72336], [-2.18864, 1.90168, 2.19267], [1.85847, -4.81369, -0.45251], [2.73918, -3.33298, -0.88664], [1.18108, -1.90299, 0.16864], [-0.95972, 2.11250, -0.44462], [1.55270, -3.58374, -2.90055], [-1.67197, 2.79444, 3.62236], [-0.60324, -4.29780, 0.29260], [0.22174, -4.47966, -2.14030], [-1.29944, 1.96894, -3.54577], [-1.73647, -3.15521, -1.41254], [3.76745, 2.71426, -3.02973], [-3.22045, 1.71341, 5.11625], [-3.31639, -0.04157, 5.21113], [0.67089, 1.67889, 3.23422], [-0.84822, -2.78957, 1.19073], [0.47742, 3.94986, 2.93792], [1.45883, -3.23346, 1.24456], [2.58268, 0.77346, -2.16700], [-2.28076, -0.63837, 2.29271], [-1.04901, -0.01565, -2.39469], [-1.36637, -1.57008, -0.73821], [0.05457, 2.94297, -4.08883]], "lowdin_charge": [0.114, 0.012, 0.114, 0.014, -0.059, -0.055, 0.053, -0.082, -0.128, -0.099, -0.340, -0.222, -0.317, -0.089, 0.046, -0.428, -0.106, -0.048, -0.141, -0.088, -0.390, -0.080, -0.227, -0.076, 0.081, 0.145, 0.073, 0.043, 0.084, 0.084, 0.071, 0.113, 0.077, 0.140, 0.122, 0.135, 0.139, 0.107, 0.134, 0.134, 0.119, 0.136, 0.136, 0.084, 0.139, 0.078, 0.080, 0.079, 0.153, 0.119, 0.084, 0.181, 0.107, 0.082, 0.163, 0.116, 0.083], "charge": 1, "e_homo_ev": -12.01, "energy_ev": -29146.7353, "smiles": "CC[C@H](C)[C@@H](C(=O)N1CC[NH2+]CC1)n1cc([C@@H](N)CC(C)C)nn1", "de_lowest_kj_mol": 0.0}

Record 4
{"formula": "C17H33NO2", "method": "ωB97M-V with the def2-TZVPD basis set", "symbols": ["O", "O", "N", "C", "C", "C", "C", "C", "C", "C", "C", "C", "C", "C", "C", "C", "C", "C", "C", "C", "H", "H", "H", "H", "H", "H", "H", "H", "H", "H", "H", "H", "H", "H", "H", "H", "H", "H", "H", "H", "H", "H", "H", "H", "H", "H", "H", "H", "H", "H", "H", "H", "H"], "positions_angstrom": [[6.38256, 1.26304, -0.01158], [4.38616, 2.09162, 0.57277], [-4.73356, -0.11098, -0.33268], [4.89617, -0.22146, 1.05000], [-5.62706, 2.66327, 0.04998], [-3.20044, -1.79860, 0.56894], [3.46051, -0.96610, -0.88963], [-3.35826, -0.36156, 0.06375], [3.51679, -0.72210, 0.61646], [-1.77067, -2.12900, 0.99678], [2.07458, -1.37614, -1.39028], [-4.89563, 0.80347, -1.44526], [1.60193, -2.73856, -0.86229], [-5.45029, 1.70971, 1.22870], [-0.79176, -2.22073, -0.17197], [-5.61654, 0.25791, 0.75781], [-4.66801, 2.27355, -1.07172], [5.15695, 1.17037, 0.52307], [6.74996, 2.53586, -0.52542], [0.60020, -2.64674, 0.29139], [5.68727, -0.88518, 0.70101], [-1.42129, -1.37131, 1.70296], [-6.64359, 0.11402, 0.40507], [1.35851, -0.60228, -1.11116], [-0.72682, -1.25462, -0.67320], [2.11062, -1.40569, -2.48129], [-4.82684, 2.90541, -1.94739], [7.74990, 2.42247, -0.93567], [1.13163, -3.30008, -1.67253], [-5.92112, 0.68574, -1.81295], [-3.63649, 2.40892, -0.73845], [-4.21569, 0.50238, -2.24589], [-4.45581, 1.84531, 1.65977], [-2.72596, -0.22419, -0.81520], [-3.52020, -2.48146, -0.21958], [2.77460, 0.03008, 0.89001], [4.93958, -0.16728, 2.14052], [0.96021, -1.93994, 1.04033], [3.29168, -1.64508, 1.15163], [4.18519, -1.73910, -1.15880], [2.47117, -3.31457, -0.53795], [6.74409, 3.28222, 0.27146], [-1.16726, -2.94582, -0.89788], [-1.77623, -3.08783, 1.52153], [-5.44733, 3.69382, 0.36537], [-3.86488, -1.94897, 1.42170], [6.04853, 2.84728, -1.30211], [3.75411, -0.04631, -1.40196], [-6.18370, 1.92444, 2.00793], [-3.00381, 0.33259, 0.84137], [-6.65487, 2.59787, -0.31681], [-5.44918, -0.42721, 1.59080], [0.52328, -3.62602, 0.77100]], "lowdin_charge": [-0.042, 0.114, -0.181, -0.094, -0.211, -0.189, -0.208, -0.209, -0.200, -0.218, -0.204, -0.202, -0.208, -0.186, -0.220, -0.193, -0.186, -0.523, -0.052, -0.221, 0.121, 0.114, 0.121, 0.105, 0.099, 0.107, 0.107, 0.091, 0.106, 0.119, 0.109, 0.115, 0.102, 0.114, 0.115, 0.119, 0.128, 0.103, 0.109, 0.118, 0.106, 0.097, 0.120, 0.111, 0.106, 0.101, 0.096, 0.114, 0.107, 0.120, 0.110, 0.109, 0.113], "e_homo_ev": -8.00, "energy_ev": -23750.1280, "smiles": "COC(=O)CCCCCCCCCCN1CCCCC1", "de_lowest_kj_mol": 30.4}